1.
This record from the OMol25 dataset describes the ion C4H4N5 with charge -1. The level of theory is ωB97M-V with the def2-TZVPD basis set.

Atoms and positions in Å:
C  0.76641  -1.83303  -0.13636
C  -0.80502  0.08613  0.12221
C  1.50847  0.61192  -0.20127
C  0.55016  -0.29177  0.49127
N  0.53079  -2.86267  -0.58077
N  -2.84833  0.64417  0.41467
N  -1.82772  0.11751  1.05082
N  -1.29551  0.48973  -1.03648
N  -2.56538  0.90345  -0.80445
H  2.57452  0.20138  -0.24449
H  1.61080  1.53523  0.47252
H  1.11633  0.73822  -1.16674
H  0.68448  -0.34026  1.61908

Its energy above the lowest of the compared OMol25 structures with the same formula, charge and spin is 0.00 kcal per mole. The value obtained for the HOMO energy is -5.2 eV. As for the charge: -1. As for the energy: -428.60107 a.u. The largest force on an atom comes out at 4.4 eV/Å.

=====

2.
This record from the OMol25 dataset describes the molecule C4H4N6O2S4. The level of theory is ωB97M-V with the def2-TZVPD basis set.

Atoms and positions in Å:
O  -2.84603  0.27749  -0.90215
O  0.24156  -1.59730  -2.34099
S  -1.57862  4.88395  0.77104
S  4.53457  -2.16234  -0.07714
S  -1.00049  -0.54882  1.76475
S  -0.89449  -2.19411  0.47958
C  -2.32873  1.05954  -0.08816
C  1.05792  -1.66215  -1.40737
C  -1.67159  3.19180  0.63494
C  2.94501  -1.89238  -0.32607
N  -2.52525  2.44217  -0.24930
N  2.38961  -1.79465  -1.56753
N  -1.07798  2.22617  1.44143
N  1.92667  -1.92140  0.70159
N  -1.48757  0.88877  0.99673
N  0.70780  -1.89310  -0.06915
H  -2.77470  2.88361  -1.15546
H  2.73149  -2.27531  -2.36447
H  -0.38642  2.50792  2.16104
H  2.03726  -2.41986  1.59670

Its energy above the lowest of the compared OMol25 structures with the same formula, charge and spin is 19.70 kcal per mole. The value obtained for the HOMO energy is -8.8 eV. As for the energy: -2226.52811 a.u. The largest force on an atom comes out at 5.7 eV/Å. Its SMILES is O=c1[nH]c(=S)[nH]n1SSn1[nH]c(=S)[nH]c1=O.

=====

3.
This record from the OMol25 dataset describes the ion C4H4NO2 with charge -1. The level of theory is ωB97M-V with the def2-TZVPD basis set.

Atoms and positions in Å:
C  1.16480  -0.03187  0.51944
C  -0.15668  -0.01948  -0.00802
C  -2.52181  -0.08580  0.04169
C  2.19227  0.26409  -0.25026
N  -1.21752  0.14134  0.69544
O  -2.91337  0.61108  -0.86477
O  -2.90753  -1.15009  0.50752
H  1.49010  -0.25297  1.58861
H  -0.32749  -0.13847  -1.07502
H  2.01943  0.54164  -1.32502
H  3.17779  0.12052  0.17040

Its energy above the lowest of the compared OMol25 structures with the same formula, charge and spin is 40.39 kcal per mole. The value obtained for the HOMO energy is -4.1 eV. As for the charge: -1. As for the energy: -360.07140 a.u. The largest force on an atom comes out at 3.6 eV/Å. Its SMILES is C=C/C=N/C(=O)[O-].

=====

4.
This record from the OMol25 dataset describes the molecule C4H4NP. The level of theory is ωB97M-V with the def2-TZVPD basis set.

Atoms and positions in Å:
C  1.43016  -0.05848  -0.73694
C  0.52585  -0.56816  0.11824
C  2.00899  -0.86871  0.27434
C  -0.78592  -0.52290  0.68418
N  3.07968  -1.25525  0.73824
P  -2.51879  -0.22808  -0.30400
H  1.47196  0.70422  -1.62769
H  -0.99712  -0.56452  1.65634
H  3.11210  -1.90434  1.56343
H  -3.31635  -0.29563  0.98026

Its energy above the lowest of the compared OMol25 structures with the same formula, charge and spin is 67.02 kcal per mole. The value obtained for the HOMO energy (spin up / spin down) is -8.6 / -8.8 eV. As for the energy: -550.71289 a.u. The largest force on an atom comes out at 7.2 eV/Å. Its SMILES is [H]/N=c1/cc1/C=P/[H].

=====

5.
This record from the OMol25 dataset describes a cluster of 2 separate species, C4H4O in total. The level of theory is ωB97M-V with the def2-TZVPD basis set.

Atoms and positions in Å:
C  -1.27563  0.34135  0.10029
C  -0.34360  -0.82217  0.24521
O  -0.73967  -1.95318  0.38329
C  1.06976  -0.40968  0.16273
C  1.92846  0.33332  -0.26597
H  0.22411  1.03096  -1.13432
H  -1.48664  0.72927  1.13133
H  -2.26354  -0.03218  -0.24044
H  2.88674  0.78231  -0.38211

Its energy above the lowest of the compared OMol25 structures with the same formula, charge and spin is 144.63 kcal per mole. The value obtained for the HOMO energy (spin up / spin down) is -9.5 / -9.3 eV. As for the energy: -229.79747 a.u. The largest force on an atom comes out at 2.8 eV/Å.

=====

6.
This record from the OMol25 dataset describes the molecule C4H4O. The level of theory is ωB97M-V with the def2-TZVPD basis set.

Atoms and positions in Å:
C  -0.54147  1.10652  0.10340
C  -1.76718  1.28120  0.01626
C  1.15713  0.42307  -0.09433
C  0.58714  -0.92528  -0.06435
O  2.35144  0.71207  -0.14648
H  -2.84930  1.23239  0.13263
H  1.19220  -1.82538  -0.37351
H  -0.34316  -0.92649  -0.51583
H  0.21320  -1.07810  0.94220

Its energy above the lowest of the compared OMol25 structures with the same formula, charge and spin is 84.83 kcal per mole. The value obtained for the HOMO energy is -10.4 eV. As for the energy: -229.89277 a.u. The largest force on an atom comes out at 5.1 eV/Å. Its SMILES is C#CC(C)=O.

=====

7.
This record from the OMol25 dataset describes the molecule C4H4O. The level of theory is ωB97M-V with the def2-TZVPD basis set.

Atoms and positions in Å:
C  0.46294  -0.83750  -1.05047
C  -0.73254  -0.53808  -0.46281
C  -1.45254  0.00475  0.43286
C  -0.55797  0.93442  1.08830
O  0.70090  0.83205  1.04142
H  0.96849  -1.73901  -0.70070
H  0.88715  0.11921  0.08609
H  0.65849  -0.56877  -2.08717
H  -0.93492  1.79292  1.65247

Its energy above the lowest of the compared OMol25 structures with the same formula, charge and spin is 92.73 kcal per mole. The value obtained for the HOMO energy is -9.0 eV. As for the energy: -229.88018 a.u. The largest force on an atom comes out at 0.4 eV/Å. Its SMILES is C=C=C=CO.

=====

8.
This record from the OMol25 dataset describes the molecule C4H4O. The level of theory is ωB97M-V with the def2-TZVPD basis set.

Atoms and positions in Å:
C  -0.25343  -1.28056  -0.82935
C  0.51574  -0.05314  -0.72364
C  0.78463  1.02087  -0.21987
C  0.29147  1.56219  1.05143
O  -0.78782  1.19332  1.45945
H  -0.94421  -1.27909  -1.67436
H  -0.85341  -1.19830  0.09179
H  0.33204  -2.20051  -0.80663
H  0.91500  2.23521  1.65118

Its energy above the lowest of the compared OMol25 structures with the same formula, charge and spin is 55.47 kcal per mole. The value obtained for the HOMO energy is -10.0 eV. As for the energy: -229.93955 a.u. The largest force on an atom comes out at 0.8 eV/Å. Its SMILES is CC#CC=O.